DFT (wB97M-V/def2-TZVPD) results for a 3-piece molecular cluster, C2H11N3O2 overall at a distorted geometry.

Calculated values
- Relative energy (zero: lowest compared OMol25 entry of this formula, charge and spin): 145.00 kJ/mol
- Structure (SMILES): [H]/N=C(\N)NC.O.O
- HOMO level: -9.169 eV
- DFT total energy: -397.512713 Ha

Geometry as XYZ:
```
18
C2H11N3O2 wB97M-V/def2-TZVPD
O -1.416 -2.625 -5.314
O -2.550 0.997 3.148
N 1.233 1.006 0.334
N -0.062 -0.596 1.475
N 1.776 -1.254 0.195
C 0.305 2.132 0.385
C 0.923 -0.217 0.763
H 2.089 -1.124 -0.762
H -2.469 0.382 3.897
H -2.190 0.443 2.465
H 0.284 2.669 -0.559
H -0.672 1.762 0.680
H -0.530 -1.394 1.071
H 0.554 2.808 1.212
H -0.706 -2.019 -5.606
H -1.359 -2.772 -4.359
H 2.604 -1.532 0.709
H 2.185 1.335 0.266
```

DFT (wB97M-V/def2-TZVPD) results for a 12-piece molecular cluster, C30H51BFN13O3 overall at a distorted geometry.

Calculated values
- HOMO level: -7.430 eV
- DFT total energy: -2235.739319 Ha

Geometry as XYZ:
```
99
C30H51BFN13O3 wB97M-V/def2-TZVPD
F -0.018 1.408 -3.775
O 2.092 2.961 -1.164
O 5.275 2.784 -1.311
O 6.139 3.610 -3.407
N -6.785 -1.274 2.961
N -3.910 -6.401 1.108
N -1.911 -3.120 2.037
N -2.300 0.672 1.434
N 3.806 5.478 -3.407
N 10.329 5.859 -0.677
N 1.276 -5.635 3.656
N -6.295 2.159 -6.140
N 2.871 -0.435 0.456
N -7.823 -4.247 6.272
N 12.215 1.098 -0.369
N -2.878 -7.622 1.770
N -2.567 5.017 -3.418
C -4.619 -1.763 4.375
C 0.523 -0.571 1.636
C -0.573 3.423 -2.587
C -8.372 -4.173 5.265
C -0.617 -5.058 0.802
C -6.876 1.646 -5.292
C 3.563 4.065 -2.925
C 8.392 4.348 -1.626
C -9.078 -4.079 3.964
C -0.313 -4.632 5.504
C 12.628 3.614 0.287
C 12.395 2.196 -0.082
C -3.417 4.359 -3.827
C 5.322 1.374 -1.685
C 1.846 -0.494 0.970
C -4.738 -5.659 1.500
C 1.632 2.015 -2.135
C -1.745 3.232 1.142
C 0.577 -5.198 4.462
C -1.350 -3.966 1.493
C -2.057 1.790 1.306
C -7.626 0.985 -4.196
C -0.837 -9.016 2.724
C -5.777 -4.720 1.994
C -4.509 3.504 -4.356
C -5.839 -1.485 3.580
C 2.528 4.194 -1.741
C 0.601 2.567 -3.186
C 9.483 5.200 -1.091
C -1.978 -8.228 2.187
B 5.015 3.481 -2.517
H 0.045 -8.379 2.819
H 1.064 3.121 -4.039
H -0.014 -3.609 5.729
H -0.820 4.220 -3.367
H 0.655 -0.716 2.707
H -4.184 2.465 -4.384
H 6.370 0.995 -1.819
H -0.048 -1.405 1.231
H 1.103 1.198 -1.563
H -0.246 -5.231 6.412
H -4.774 3.821 -5.362
H 3.193 3.481 -3.814
H 7.519 4.412 -0.977
H 4.595 5.504 -4.054
H 3.064 4.752 -0.919
H -8.379 0.318 -4.614
H -6.941 0.406 -3.576
H -1.343 -4.633 5.150
H -8.118 1.736 -3.579
H -2.429 3.829 1.746
H -1.022 -5.200 -0.199
H 2.489 1.504 -2.657
H 5.967 3.097 -4.217
H -0.722 3.430 1.461
H 4.735 1.250 -2.637
H -4.448 -2.838 4.423
H 13.617 3.925 -0.046
H 12.563 3.730 1.368
H -10.141 -3.910 4.129
H -6.698 -4.856 1.429
H 4.819 0.778 -0.851
H -0.266 4.011 -1.675
H 8.118 4.680 -2.625
H -5.432 -3.694 1.870
H -0.027 0.349 1.468
H 0.438 -4.797 0.723
H -0.712 -5.988 1.360
H -1.852 3.518 0.096
H -1.096 -9.414 3.705
H -1.501 2.823 -2.425
H 2.965 5.701 -3.952
H -0.609 -9.842 2.052
H -8.947 -5.005 3.404
H 11.876 4.247 -0.185
H -4.741 -1.375 5.386
H -8.670 -3.250 3.383
H -5.979 -4.903 3.055
H 8.723 3.311 -1.675
H 1.683 4.872 -2.060
H -3.758 -1.286 3.907
H -5.386 3.587 -3.714
```

DFT (wB97M-V/def2-TZVPD) results for C13H22S as an isolated structure at a distorted geometry.

Calculated values
- Relative energy (zero: lowest compared OMol25 entry of this formula, charge and spin): 26.47 kJ/mol
- HOMO level: -7.846 eV
- DFT total energy: -906.642962 Ha

Geometry as XYZ:
```
36
C13H22S wB97M-V/def2-TZVPD
S -1.165 -1.307 -0.312
C 3.009 -0.570 -0.284
C -4.427 -0.832 -0.704
C 2.731 -1.876 0.465
C 1.299 -2.334 0.213
C 2.991 2.384 0.526
C 0.301 -1.335 0.804
C 1.452 2.626 -1.389
C -5.748 -0.689 -0.850
C 2.151 1.828 -0.332
C -3.743 -0.689 0.557
C 1.782 0.362 -0.287
C 0.901 0.064 0.930
C -2.435 -0.845 0.805
H -6.227 -0.797 -1.807
H 1.130 -3.324 0.639
H 3.280 -0.794 -1.318
H 1.791 3.658 -1.394
H 0.101 0.804 1.002
H 0.376 2.610 -1.211
H -6.384 -0.466 -0.010
H -2.059 -0.692 1.806
H 1.495 0.133 1.842
H -3.803 -1.062 -1.558
H -2.737 1.893 -0.238
H 1.141 -2.410 -0.865
H 3.429 -2.646 0.133
H -0.064 -1.678 1.775
H 1.176 0.140 -1.172
H 3.227 3.434 0.484
H 1.630 2.192 -2.372
H -4.367 -0.418 1.401
H -2.459 2.617 -0.292
H 3.862 -0.067 0.171
H 2.881 -1.740 1.537
H 3.483 1.827 1.305
```